A structure of composition C42H41BN9O4SeTi in a non-equilibrium geometry. Source: the Open Molecules 2025 dataset; level of theory: wB97M-V/def2-TZVPD.

Output
Net charge: +3
Kohn-Sham gap (eV): 6.077
Multiplicity: 1

XYZ file:
```
99
Properties=species:S:1:pos:R:3:forces:R:3
Ti -0.176 -0.287 0.268 0.3 1.0 0.6
C -3.847 -3.346 -2.226 0.0 0.0 0.0
C -3.199 -2.040 -1.933 0.1 0.1 0.0
C -3.558 -0.766 -2.363 0.0 -0.1 0.0
C -2.652 0.112 -1.810 0.2 0.0 0.0
N -1.735 -0.587 -1.065 -0.3 -0.2 -0.3
N -2.112 -1.907 -1.173 0.0 0.0 0.1
B -1.355 -2.968 -0.376 0.0 0.0 0.1
N 0.117 -2.903 -0.807 0.0 -0.1 -0.2
N 0.843 -1.729 -0.751 -0.1 -0.4 0.0
C 2.124 -2.059 -1.122 0.0 0.1 0.0
C 2.163 -3.398 -1.455 0.0 0.0 0.0
C 0.892 -3.907 -1.234 -0.1 0.1 0.1
C 0.411 -5.301 -1.413 0.0 0.0 0.0
C 3.292 -1.172 -1.171 0.1 0.0 0.0
C 3.209 0.183 -1.462 0.0 0.1 0.0
C 4.346 0.970 -1.527 0.0 0.0 0.0
C 5.594 0.405 -1.301 0.0 0.0 0.0
C 5.690 -0.946 -1.004 0.0 0.0 0.0
C 4.550 -1.731 -0.940 0.0 0.0 0.0
N -1.438 -2.630 1.146 -0.1 0.1 -0.2
N -0.652 -1.638 1.694 0.0 -0.4 0.3
C -0.798 -1.743 3.049 0.1 0.2 -0.1
C -1.719 -2.724 3.335 0.0 0.1 0.0
C -2.103 -3.268 2.111 0.0 -0.1 -0.1
C -3.032 -4.397 1.854 -0.1 0.0 0.0
C 0.051 -1.046 4.035 0.0 0.0 0.0
C 1.409 -1.353 4.079 0.1 0.1 0.0
C 2.212 -0.818 5.078 0.0 0.0 0.0
C 1.661 0.023 6.036 0.0 0.0 0.0
C 0.304 0.315 6.005 0.0 0.0 0.0
C -0.503 -0.226 5.014 0.0 0.0 0.0
C -2.686 1.562 -2.102 -0.1 0.1 0.1
C -3.276 2.472 -1.228 0.1 0.0 -0.1
C -3.400 3.805 -1.580 0.0 0.0 0.0
C -2.954 4.241 -2.821 0.0 0.0 0.0
C -2.418 3.330 -3.721 0.0 0.0 0.0
C -2.296 1.994 -3.366 0.0 0.0 -0.1
H -4.688 -3.194 -2.897 0.0 0.0 0.0
H -4.217 -3.814 -1.315 0.0 0.0 0.0
H -3.147 -4.033 -2.698 0.0 0.0 0.0
H -4.381 -0.507 -3.005 -0.1 0.0 0.0
H -1.805 -4.042 -0.571 0.0 -0.1 0.0
H 3.004 -3.949 -1.832 0.1 0.0 0.0
H 1.232 -5.929 -1.746 0.0 0.0 0.0
H -0.383 -5.348 -2.157 0.0 0.0 0.0
H 0.025 -5.707 -0.480 0.0 0.0 0.0
H 2.248 0.635 -1.635 0.0 0.0 0.0
H 4.262 2.022 -1.768 0.0 0.0 0.0
H 6.486 1.012 -1.362 0.0 0.0 0.0
H 6.657 -1.395 -0.821 0.0 0.0 0.0
H 4.649 -2.777 -0.687 0.0 0.0 0.0
H -2.019 -3.061 4.311 0.0 0.0 0.1
H -3.430 -4.766 2.795 0.0 0.0 0.0
H -2.523 -5.216 1.348 0.0 0.0 0.0
H -3.868 -4.080 1.231 0.0 0.0 0.0
H 1.829 -2.040 3.354 0.0 0.0 0.0
H 3.256 -1.094 5.133 0.0 0.0 0.0
H 2.279 0.412 6.833 0.0 0.0 0.0
H -0.133 0.934 6.776 0.0 0.0 0.0
H -1.569 -0.038 5.022 0.0 0.0 0.0
H -3.679 2.116 -0.294 0.0 0.0 0.1
H -3.883 4.500 -0.906 0.0 0.0 0.0
H -3.073 5.278 -3.105 0.0 0.0 0.0
H -2.135 3.649 -4.714 0.0 0.0 0.0
H -1.934 1.274 -4.091 0.0 0.0 0.0
O -3.204 2.209 2.522 0.0 -0.1 0.0
C -2.169 1.594 2.009 0.0 0.0 -0.1
O -2.213 0.687 1.198 0.0 -0.1 0.0
C -0.849 2.049 2.513 0.0 -0.1 0.0
C -0.639 3.092 3.403 0.0 -0.1 0.0
C 0.655 3.318 3.843 0.0 -0.1 0.0
C 1.675 2.481 3.403 -0.1 0.0 -0.1
C 1.364 1.475 2.505 -0.1 0.1 0.1
N 0.125 1.273 2.054 0.1 -0.1 0.0
C 2.296 0.481 1.906 0.0 0.0 -0.1
O 3.562 0.424 2.202 -0.2 0.0 0.0
O 1.834 -0.298 1.081 0.0 0.1 0.0
H -4.033 1.814 2.198 0.0 0.0 0.0
H -1.470 3.694 3.744 0.0 0.0 0.0
H 0.869 4.122 4.534 0.0 0.0 0.0
H 2.686 2.634 3.758 0.0 0.0 0.0
H 3.819 1.032 2.910 0.1 0.0 0.0
C 0.871 4.877 -1.999 0.0 0.0 0.1
N 0.958 3.674 -2.818 0.0 -0.2 -0.1
C 1.276 3.673 -4.154 0.0 -0.1 -0.1
C 1.194 2.393 -4.578 0.0 0.1 0.0
N 0.816 1.625 -3.499 0.0 0.1 0.0
C 0.601 0.190 -3.607 -0.1 -0.1 0.1
C 0.670 2.419 -2.428 -0.1 0.1 0.1
Se 0.187 2.130 -0.617 0.2 -0.3 0.0
H 1.300 5.697 -2.569 0.0 0.0 0.0
H 1.441 4.740 -1.082 0.0 0.0 0.0
H -0.173 5.087 -1.772 0.0 0.0 0.0
H 1.541 4.575 -4.674 0.0 0.0 0.0
H 1.373 1.958 -5.545 0.0 0.0 0.0
H 1.561 -0.324 -3.658 -0.1 0.0 0.0
H 0.026 -0.003 -4.511 0.0 0.0 0.0
H 0.034 -0.155 -2.745 0.1 0.0 -0.1
```
Forces are in eV/Å.

Löwdin atomic charge list, values in e, 4 entries: Ti 1.0817; C 0.0225; C -0.2076; C 0.0841

A structure of composition C42H41BrN3O3PSbTi in a non-equilibrium geometry. Source: the Open Molecules 2025 dataset; level of theory: wB97M-V/def2-TZVPD.

Output
Net charge: +1
Kohn-Sham gap (spin up / spin down) (eV): 5.002 / 7.457
Multiplicity: 3

XYZ file:
```
93
Properties=species:S:1:pos:R:3:forces:R:3
Ti -0.305 0.053 0.758 -0.2 -0.6 -0.2
O 6.075 -2.345 -0.081 0.0 -0.1 0.0
C 5.866 -0.971 0.136 0.1 0.3 0.1
C 4.395 -0.673 0.119 -0.2 -0.2 0.0
C 3.933 0.631 0.389 -0.3 -0.1 -0.1
C 2.583 0.857 0.449 0.7 0.5 -0.1
N 1.660 -0.100 0.271 1.0 -0.9 -0.1
C 2.090 -1.357 -0.059 0.3 0.0 -0.2
C 3.462 -1.651 -0.133 0.0 0.1 0.0
C 1.031 -2.301 -0.274 0.0 -0.2 -0.2
C 1.218 -3.641 -0.656 -0.1 -0.1 0.0
C 0.142 -4.486 -0.789 0.2 0.1 0.1
C 0.295 -5.934 -1.180 -0.2 0.0 0.0
O 1.622 -6.374 -1.274 0.4 0.0 0.0
C -1.144 -3.957 -0.546 0.2 0.3 0.0
C -1.271 -2.639 -0.193 -0.7 -0.7 -0.2
N -0.227 -1.802 -0.047 0.8 -0.9 -0.2
H 7.020 -2.515 -0.153 0.0 0.0 0.0
H 6.371 -0.362 -0.630 -0.1 -0.1 0.1
H 6.267 -0.657 1.114 0.0 0.0 -0.1
H 4.628 1.437 0.567 0.0 0.1 0.0
H 2.210 1.858 0.649 0.0 -0.2 0.0
H 3.802 -2.645 -0.372 0.0 -0.1 0.0
H 2.213 -4.009 -0.854 0.1 0.0 0.0
H -0.134 -6.076 -2.178 0.0 0.0 0.1
H -0.286 -6.563 -0.487 0.0 0.1 -0.1
H 2.032 -6.389 -0.402 -0.1 0.0 0.0
H -2.016 -4.585 -0.639 -0.2 0.0 0.0
H -2.251 -2.211 -0.006 0.2 0.0 0.0
C 0.271 -0.458 -5.939 0.0 0.0 0.0
C 0.418 0.887 -5.635 0.0 0.0 -0.1
C 0.253 1.331 -4.333 0.1 -0.1 0.1
C -0.055 0.422 -3.325 0.2 -0.2 0.3
C -0.200 -0.930 -3.632 0.1 0.1 0.1
C -0.041 -1.364 -4.937 0.0 0.0 0.0
P -0.448 0.955 -1.621 -0.8 0.8 -0.7
C 0.190 2.663 -1.556 0.0 0.0 -0.1
C 1.567 2.857 -1.696 -0.1 0.0 0.0
C 2.130 4.096 -1.453 0.1 0.0 0.0
C 1.323 5.158 -1.070 0.0 0.1 0.0
C -0.049 4.991 -0.985 0.1 0.1 0.0
C -0.618 3.751 -1.229 0.0 -0.1 -0.2
C -2.252 1.169 -1.768 0.0 0.0 -0.3
C -2.860 1.673 -2.894 0.2 -0.1 0.2
C -4.247 1.865 -2.918 -0.2 0.0 0.1
C -5.000 1.584 -1.810 0.0 0.0 -0.1
C -4.411 1.045 -0.647 0.3 0.0 0.0
C -5.167 0.746 0.507 0.0 -0.1 0.2
C -4.561 0.184 1.595 -0.3 0.1 0.0
C -3.183 -0.104 1.576 0.1 -0.1 -0.1
C -2.371 0.177 0.495 -1.1 0.0 0.0
C -3.011 0.785 -0.630 -0.3 0.1 -0.1
H 0.418 -0.803 -6.951 0.0 0.0 -0.1
H 0.663 1.598 -6.412 0.0 0.0 0.0
H 0.372 2.381 -4.101 0.0 0.0 0.0
H -0.434 -1.631 -2.839 0.0 -0.1 -0.1
H -0.156 -2.410 -5.175 0.0 -0.1 0.0
H 2.197 2.026 -1.992 0.0 0.0 0.0
H 3.197 4.237 -1.557 0.0 0.0 0.0
H 1.766 6.116 -0.842 0.0 0.1 -0.1
H -0.674 5.836 -0.734 -0.1 0.0 0.0
H -1.693 3.632 -1.194 0.0 0.0 0.0
H -2.274 1.920 -3.768 0.1 0.0 -0.1
H -4.714 2.241 -3.816 -0.1 0.1 0.0
H -6.067 1.757 -1.823 -0.1 0.0 0.0
H -6.228 0.954 0.516 -0.1 0.0 0.0
H -5.142 -0.053 2.476 -0.1 0.0 0.0
H -2.768 -0.570 2.473 -0.1 0.1 -0.1
O -0.772 5.363 4.008 0.1 -0.3 -0.1
C -0.642 4.227 3.313 -0.2 -0.4 -0.5
C -1.486 3.845 2.262 0.2 0.3 0.3
C -1.264 2.665 1.603 0.1 -0.1 0.0
N -0.272 1.777 1.888 0.2 2.4 1.9
C 0.504 2.165 2.929 0.0 -0.2 -0.3
Br 1.897 1.006 3.494 -0.1 0.3 0.1
C 0.381 3.337 3.637 -0.1 0.2 0.2
H -1.522 5.878 3.682 0.0 0.0 0.0
H -2.304 4.477 1.949 -0.1 0.0 0.0
H -1.926 2.384 0.797 0.1 0.1 0.1
H 1.054 3.560 4.448 0.1 0.0 0.1
C -1.133 -3.597 3.019 0.1 0.3 -0.1
Sb -0.164 -1.669 3.110 0.0 -0.7 1.0
C 1.708 -2.504 3.793 -0.2 0.2 -0.3
C -0.841 -1.175 5.101 0.0 0.0 -0.4
H -1.028 -4.065 3.994 0.0 0.0 0.1
H -0.647 -4.213 2.267 0.0 0.0 -0.1
H -2.188 -3.509 2.774 -0.1 0.0 0.0
H 1.514 -3.106 4.677 -0.1 0.0 0.0
H 2.411 -1.716 4.047 0.0 0.0 0.0
H 2.144 -3.134 3.022 0.0 0.0 -0.1
H -0.832 -2.086 5.691 0.0 -0.1 0.1
H -1.848 -0.767 5.089 0.0 0.0 0.0
H -0.167 -0.450 5.551 0.0 0.1 0.0
```
Forces are in eV/Å.

Löwdin atomic charge list, values in e, 4 entries: Ti 0.5439; O -0.0492; C -0.2150; C -0.1737

Calculated values (eV) of E_tot for the records, taken in order: -154942.213; -163811.588.
Calculated values (kcal per mole) of relative energy (zero: lowest compared OMol25 entry of this formula, charge and spin) for the records, taken in order: 0.0; 19.6.